Entry 1:
34
Properties=species:S:1:pos:R:3:forces:R:3 method="wB97M-V/def2-TZVPD" largest_force_ev_per_a=0.78 charge=-1 de_lowest_kcal_mol=88.3 s_squared=6.02 gap_ev="5.8 / 7.1" multiplicity=5
Ir 0.274386 -1.508624 -0.304332 0.36 -0.60 -0.34
C -2.413955 -0.228677 0.924160 -0.05 -0.02 0.02
C -1.494404 0.866193 0.479672 -0.16 0.11 0.00
C -2.045891 2.128305 0.151291 -0.03 -0.18 0.05
C -1.229582 3.117876 -0.285449 0.05 0.12 -0.03
C 0.168070 2.917694 -0.300169 0.02 0.06 -0.05
C 1.053459 3.962439 -0.661864 -0.11 -0.02 0.01
C 2.397772 3.782883 -0.567122 0.12 -0.10 0.04
C 2.902810 2.563501 -0.067639 0.06 0.17 -0.04
C 2.079166 1.524632 0.249739 -0.20 0.04 0.03
S 2.909532 0.147624 1.083336 0.38 0.03 -0.18
C 0.667193 1.659360 0.101386 0.07 -0.08 -0.01
N -0.201008 0.620755 0.382492 0.15 0.18 0.14
H -3.280477 0.198712 1.430279 0.01 -0.01 -0.01
H -1.907357 -0.913052 1.603957 0.04 0.01 0.00
H -2.767348 -0.822984 0.080257 0.01 0.01 -0.03
H -3.115461 2.268937 0.230756 0.01 -0.02 0.00
H -1.629217 4.080500 -0.584101 0.02 0.00 -0.01
H 0.634465 4.905676 -0.992800 -0.01 -0.01 0.00
H 3.078845 4.579943 -0.837215 0.01 -0.02 0.01
H 3.962474 2.422317 0.114522 -0.01 0.04 -0.02
O 4.280600 0.633481 1.416432 -0.23 -0.05 -0.04
C 2.921723 -0.942358 -0.393234 -0.48 0.28 0.02
O 1.924381 -0.640599 -1.231435 0.28 0.07 0.38
C 3.001818 -2.397658 0.041041 -0.26 -0.44 -0.10
O 4.046360 -3.014880 0.099755 0.04 0.14 0.11
O 1.818457 -2.879279 0.320952 0.20 0.15 -0.02
F -3.668695 -4.827117 0.692495 -0.01 0.01 -0.07
C -3.155404 -4.280666 -0.425857 -0.13 -0.01 0.02
F -3.925451 -3.217892 -0.726407 0.05 -0.05 0.01
F -3.313932 -5.174867 -1.419443 -0.02 0.06 0.07
C -1.651574 -3.948023 -0.226051 0.33 -0.06 -0.12
O -0.940932 -4.863839 0.106435 -0.03 0.07 0.05
O -1.380818 -2.720314 -0.485843 -0.50 0.12 0.09

Entry 2:
5
Properties=species:S:1:pos:R:3:forces:R:3 method="wB97M-V/def2-TZVPD" largest_force_ev_per_a=0.98 de_lowest_kcal_mol=34.7 gap_ev=8.2
Si 1.307017 -0.876181 -0.667058 0.27 0.17 0.18
Cl 0.231381 -1.431132 1.008746 -0.10 -0.08 0.03
Cl -2.807901 0.527500 -0.404699 -0.71 -0.66 -0.04
I 3.148051 0.415393 0.447061 -0.17 -0.11 -0.20
H -1.878546 1.364418 -0.384052 0.70 0.68 0.04